(1)
ORCA calculation (the ωB97M-V functional and the def2-TZVPD basis) on a structure of composition C4H9NO4.

As for the gap between HOMO and LUMO: 0.3667 Ha. For the energy above the lowest of the compared OMol25 structures with the same formula, charge and spin, the calculation gives 441.3 kJ/mol. The value obtained for the highest occupied orbital energy is -0.3362 hartree.

```
! RIJCOSX wB97M-V def2-TZVPD def2/J DEFGRID3
* xyz 0 1
C -0.26482 1.51479 -0.23629
C -0.85986 0.20190 0.28235
C -0.76183 0.05645 1.79518
C -0.01357 -0.79362 -0.50647
N 0.25145 -2.03301 -0.01963
O 1.40332 0.37128 -0.13058
O 2.25160 0.56207 -1.25206
O -0.33084 1.80210 -1.44734
O -0.18060 -0.75967 -1.82255
H 1.68799 1.11146 -1.83302
H -0.37062 0.19891 -2.05382
H -0.04298 2.28453 0.51526
H -1.89674 0.10035 -0.05584
H 0.64441 -2.06571 0.91152
H 0.70200 -2.64904 -0.68663
H -1.09738 -0.92563 2.12286
H 0.26460 0.21425 2.14192
H -1.38613 0.80858 2.27516
*
```

Partial atomic charges computed with the natural (NBO) method, in multiples of e: 0.476, -0.394, -0.622, 0.738, -0.809, -0.422, -0.441, -0.685, -0.684, 0.454, 0.518, 0.153, 0.238, 0.403, 0.405, 0.221, 0.228, 0.225

---

(2)
ORCA calculation (the ωB97M-V functional and the def2-TZVPD basis) on a structure of composition C6H8Cl2CrN2O3SYb.

As for the gap between HOMO and LUMO (alpha / beta): 0.1758 / 0.1518 Ha. The expectation value of S² is 6.28. The value obtained for the highest occupied orbital energy (alpha / beta) is -0.8132 / -0.8227 hartree.

```
! RIJCOSX wB97M-V def2-TZVPD def2/J DEFGRID3
* xyz 4 5
Yb -1.84293 3.68262 -3.77868
Cr -1.31112 -0.03631 -0.43572
Cl 0.28000 2.36366 -3.58206
Cl -3.37447 -0.22706 -1.01626
C -1.47046 0.24633 1.44474
C -1.89073 6.02268 -2.65603
C -3.81438 4.46537 -2.15572
O -1.50850 0.07472 2.61949
O -1.83396 6.94875 -1.96836
O -4.61489 4.89770 -1.42546
C 2.04300 -1.21998 2.35639
N 2.35934 -1.05098 0.92269
C 1.33905 -1.27893 0.03820
S 0.89993 -0.03220 -1.06221
N 0.68960 -2.44574 0.01780
C 1.25089 -3.72706 0.54409
H 1.51554 -2.17048 2.50663
H 1.40853 -0.40085 2.74480
H 2.99956 -1.25519 2.89082
H 2.80257 -0.15311 0.72158
H -0.01478 -2.53161 -0.73684
H 0.57711 -4.04658 1.35591
H 1.22793 -4.47317 -0.26831
H 2.28317 -3.65258 0.92251
*
```

Partial atomic charges computed with the natural (NBO) method, in multiples of e: 2.299, 1.064, -0.544, -0.202, 0.476, 0.339, 0.340, -0.200, -0.208, -0.223, -0.433, -0.514, 0.330, -0.026, -0.463, -0.454, 0.226, 0.212, 0.287, 0.431, 0.433, 0.267, 0.285, 0.276

---

(3)
ORCA calculation (the ωB97M-V functional and the def2-TZVPD basis) on a cluster of 2 separate species, C29H40BBrF3NO8PS in total.

As for the gap between HOMO and LUMO: 0.2430 Ha. The value obtained for the highest occupied orbital energy is -0.4039 hartree.

```
! RIJCOSX wB97M-V def2-TZVPD def2/J DEFGRID3
* xyz 1 1
C 4.04083 4.93479 0.32395
C 2.80322 4.00130 0.68728
C 2.75192 2.67486 -0.20272
C 2.16684 1.46497 0.65639
C 0.64062 1.66525 1.04666
C -0.31310 0.44233 0.76935
C -1.74823 1.12143 1.00682
C -2.98257 0.26590 0.53773
C -4.26072 1.16895 0.67124
C -4.88090 1.59636 -0.59927
C -6.09066 2.40819 -0.57889
C -6.67531 2.78627 0.70557
C -6.02517 2.38136 1.96288
C -4.79895 1.56256 1.98079
C -0.13133 -0.90059 1.59950
P 0.53327 -0.81074 3.40192
O -0.06302 0.62940 4.09008
Br 2.77817 -0.62186 3.43537
C 0.29846 -2.10091 0.66932
C 1.58719 -2.95672 0.93004
O 1.76435 -3.46332 2.24279
C 1.27272 -4.74882 2.45649
C 0.96872 -5.10887 3.96348
O 1.11562 -5.60914 1.63845
S -1.15647 -3.27422 0.41641
O -2.13910 -2.53244 -0.39937
O -0.80402 -4.46806 -0.33596
C -1.97260 -3.83648 1.99918
F -3.28992 -3.45790 1.92174
F -1.99993 -5.19989 1.98445
F -1.42477 -3.36730 3.14254
C 0.22626 -1.34303 -0.75070
C 0.52096 -2.17149 -2.02999
C 1.62978 -1.59711 -2.96925
C 2.79358 -0.81853 -2.55345
C 3.74611 -0.29885 -3.53051
C 3.59035 -0.51976 -4.97333
C 2.44731 -1.32602 -5.40191
C 1.48590 -1.85552 -4.41936
C 0.29921 -2.71136 -5.01339
N -0.11791 -0.09960 -0.62948
B -0.33495 0.84364 -1.81248
O -1.62198 1.21094 -2.26582
O 0.73969 1.34880 -2.51767
H 3.70669 6.00941 0.35952
H 4.87764 4.80277 1.06618
H 4.37590 4.65561 -0.71099
H 1.88320 4.59698 0.45611
H 2.88133 3.77827 1.78476
H 2.16830 2.87314 -1.13327
H 3.82850 2.40449 -0.39467
H 2.74512 1.53934 1.62145
H 2.34325 0.48264 0.14356
H 0.28523 2.55700 0.44450
H 0.60250 2.03470 2.10943
H -1.90578 1.38026 2.09027
H -1.79003 2.09417 0.43904
H -2.92946 -0.13832 -0.49889
H -3.13415 -0.63098 1.21080
H -4.40483 1.28365 -1.56231
H -6.51798 2.69801 -1.57198
H -7.61268 3.38702 0.69480
H -6.52368 2.72398 2.89838
H -4.32609 1.25014 2.94261
H -1.20201 -1.19164 1.85382
H 0.70122 1.17116 4.37972
H 2.47278 -2.28230 0.72359
H 1.64025 -3.73744 0.11446
H 0.59687 -4.21806 4.53600
H 0.19858 -5.90995 4.05356
H 1.94060 -5.40727 4.44763
H 0.83968 -3.22589 -1.79226
H -0.45306 -2.21874 -2.60126
H 2.95889 -0.61849 -1.46771
H 4.61870 0.31278 -3.20519
H 4.29705 -0.10195 -5.72645
H 2.31923 -1.50237 -6.49906
H 0.41983 -2.85414 -6.11778
H -0.67545 -2.18535 -4.83700
H 0.36310 -3.72394 -4.53856
H -2.07466 0.35466 -2.43285
H 0.52254 1.48530 -3.45690
O 0.94668 5.88975 2.17549
H 1.01643 6.72364 1.69574
H 0.63028 6.14919 3.04887
*
```

Partial atomic charges computed with the Mulliken method, in multiples of e: -1.134, -0.079, -0.965, 0.422, -1.431, 0.460, -1.463, 0.628, -0.001, -0.251, -0.487, -0.449, -0.675, -0.360, -0.086, 0.110, -0.466, -0.211, 1.634, -1.193, -0.171, 0.677, -1.052, -0.438, 1.279, -0.637, -0.588, 0.646, -0.212, -0.186, -0.141, -0.760, -0.905, 0.626, -0.057, -0.774, -0.665, -0.834, 0.806, -1.262, 1.007, 0.648, -0.352, -0.583, 0.286, 0.272, 0.346, 0.216, 0.194, 0.137, 0.503, 0.529, -0.783, 0.655, 0.390, 0.551, 0.390, 0.142, 0.084, 0.202, 0.339, 0.358, 0.335, 0.377, -0.366, 0.365, 0.153, 0.579, 0.244, 0.337, 0.364, 0.746, 0.238, 0.098, 0.386, 0.376, 0.298, 0.403, 0.260, 0.309, 0.344, 0.270, -0.567, 0.293, 0.269

---

(4)
ORCA calculation (the ωB97M-V functional and the def2-TZVPD basis) on a structure of composition C20H27AuN7O2S2.

As for the gap between HOMO and LUMO: 0.2255 Ha. For the energy above the lowest of the compared OMol25 structures with the same formula, charge and spin, the calculation gives 108.5 kJ/mol. The value obtained for the highest occupied orbital energy is -0.3822 hartree.

```
! RIJCOSX wB97M-V def2-TZVPD def2/J DEFGRID3
* xyz 1 1
Au 0.11198 0.75899 -1.48192
C -5.86427 2.13473 0.26470
C -4.58376 1.34473 0.46391
N -4.09750 0.83110 -0.81344
C -2.83628 0.73645 -1.22150
S -1.58631 1.32410 -0.10397
N -2.62480 0.21883 -2.41434
N -1.31890 0.16234 -2.75428
C -0.91508 -0.33868 -3.87434
C -1.83924 -0.88770 -4.90203
C 0.55176 -0.35595 -4.07599
C 1.15572 -0.87533 -5.20482
C 2.54272 -0.86010 -5.29464
C 3.29410 -0.33075 -4.26094
C 2.63435 0.17165 -3.15151
N 1.30863 0.15845 -3.08049
H -6.22858 2.49835 1.22406
H -6.64670 1.51143 -0.17124
H -5.69684 2.99040 -0.38861
H -4.74639 0.50986 1.14953
H -3.81240 1.98022 0.89696
H -4.78159 0.46914 -1.46307
H -2.86809 -0.77622 -4.57823
H -1.62914 -1.94632 -5.06642
H -1.70163 -0.36550 -5.85058
H 0.55448 -1.29081 -5.99985
H 3.02939 -1.26428 -6.17185
H 4.37317 -0.30485 -4.30049
H 3.15217 0.58189 -2.29269
O 2.77246 -0.83973 0.49020
S 2.24214 -2.13911 -0.29685
N 0.94889 -2.03984 -0.94863
C 1.76854 -2.86150 4.52480
C 1.25001 -1.48947 4.92508
N 1.15020 -0.57943 3.78139
C -0.18392 -0.12787 3.41274
C -1.05429 -1.23256 2.82796
C 2.31001 0.01766 3.37755
O 3.36016 -0.14577 3.97336
C 2.29147 0.84665 2.12590
C 2.87915 2.05159 2.09129
C 2.87672 2.84580 0.89622
C 2.19026 2.39622 -0.16919
N 1.59374 1.15707 -0.19658
C 1.76638 0.23840 0.87916
H 1.83933 -3.51040 5.39809
H 2.76276 -2.77146 4.08845
H 1.10595 -3.33615 3.79857
H 1.91366 -1.04206 5.66495
H 0.25572 -1.56380 5.36750
H -0.09794 0.71438 2.72602
H -0.66843 0.27055 4.31050
H -0.62598 -1.65261 1.91529
H -2.04572 -0.84407 2.59020
H -1.17777 -2.04926 3.54008
H 3.32747 2.44128 2.99655
H 3.37262 3.80323 0.86028
H 2.09344 2.98279 -1.07529
H 0.85200 -0.32675 1.04245
*
```

Partial atomic charges computed with the natural (NBO) method, in multiples of e: 1.247, -0.616, -0.218, -0.549, 0.326, -0.106, -0.411, -0.263, 0.278, -0.687, 0.167, -0.204, -0.112, -0.227, 0.090, -0.497, 0.235, 0.214, 0.221, 0.207, 0.216, 0.420, 0.273, 0.252, 0.248, 0.247, 0.246, 0.253, 0.246, -0.753, 1.277, -0.905, -0.615, -0.217, -0.448, -0.210, -0.620, 0.661, -0.601, -0.172, -0.108, -0.330, 0.028, -0.656, 0.181, 0.221, 0.226, 0.197, 0.228, 0.193, 0.204, 0.200, 0.203, 0.213, 0.219, 0.241, 0.236, 0.203, 0.213

---

Number 1: strongest force on any atom 0.95 eV/Å. Number 2: strongest force on any atom 10.75 eV/Å. Number 3: strongest force on any atom 5.28 eV/Å. Number 4: strongest force on any atom 0.34 eV/Å.